No. 1
A 5-piece molecular cluster, C30H31F4NO4P2 overall at a distorted geometry. Source: the OMol25 dataset; level of theory: wB97M-V/def2-TZVPD.

The geometry in XYZ format:
```
72
Properties=species:S:1:pos:R:3:mulliken_charge:R:1
C -3.67 -0.36 3.12 -0.331
C -2.56 -0.46 2.22 -0.239
P -0.95 -0.95 1.25 0.848
C 0.13 -2.41 1.91 -0.562
C -0.56 -3.21 3.19 -0.173
C 0.30 -4.65 3.31 -0.836
N 0.02 0.28 2.13 -0.594
C -0.33 0.28 3.46 0.554
O -0.37 0.30 4.81 -0.527
P -2.14 -2.30 -0.05 0.782
O -1.48 -2.19 -1.52 -0.682
O -2.00 -3.98 0.41 -0.549
O -3.82 -1.76 -0.19 -0.537
H -4.46 -0.55 4.00 0.356
H -0.61 -0.23 0.02 0.087
H 0.50 -3.14 1.06 0.165
H 1.11 -1.90 2.36 0.438
H -1.68 -3.49 2.99 0.186
H -0.38 -2.63 4.20 0.274
H 0.67 -5.03 2.24 0.182
H -0.36 -5.51 3.75 0.311
H 1.29 -4.45 3.92 0.250
H -2.75 -4.23 1.05 0.322
H -4.33 -2.01 0.66 0.315
F 3.11 -2.60 1.67 -0.240
C 3.91 -3.57 1.22 0.259
C 3.41 -4.52 0.34 -0.013
C 4.24 -5.53 -0.14 -0.592
C 5.57 -5.59 0.29 -0.472
C 6.06 -4.64 1.18 -0.487
C 5.23 -3.62 1.65 -0.514
H 2.37 -4.46 0.02 0.459
H 3.86 -6.27 -0.84 0.377
H 6.22 -6.38 -0.08 0.385
H 7.10 -4.70 1.52 0.385
H 5.61 -2.87 2.34 0.435
F -5.05 5.86 0.26 -0.362
C -4.16 5.00 0.77 0.163
C -4.09 3.71 0.26 -0.351
C -3.16 2.81 0.79 -0.382
C -2.31 3.22 1.83 -0.152
C -2.39 4.52 2.33 -0.510
C -3.32 5.42 1.79 -0.523
H -4.76 3.41 -0.54 0.618
H -3.09 1.80 0.40 0.426
H -1.59 2.52 2.24 0.279
H -1.74 4.83 3.14 0.385
H -3.39 6.43 2.17 0.416
F -1.81 5.76 -6.39 -0.312
C -2.50 5.64 -5.25 0.203
C -2.42 4.45 -4.53 -0.426
C -3.13 4.32 -3.34 -0.226
C -3.93 5.37 -2.89 -0.130
C -4.01 6.56 -3.62 -0.529
C -3.29 6.69 -4.80 -0.325
H -1.80 3.64 -4.90 0.412
H -3.07 3.40 -2.77 0.379
H -4.49 5.27 -1.96 0.162
H -4.63 7.37 -3.27 0.368
H -3.33 7.61 -5.38 0.398
F 6.66 -1.35 -1.95 -0.317
C 5.39 -0.94 -2.05 0.207
C 5.12 0.40 -2.29 -0.395
C 3.79 0.83 -2.40 -0.385
C 2.75 -0.09 -2.25 -0.607
C 3.04 -1.44 -2.00 -0.349
C 4.36 -1.86 -1.90 -0.301
H 5.94 1.11 -2.40 0.410
H 3.57 1.87 -2.61 0.369
H 1.72 0.24 -2.33 0.433
H 2.23 -2.15 -1.88 0.458
H 4.60 -2.90 -1.71 0.477
```

* SMILES: C#C[PH](CCC)(N=C=O)P(=O)(O)O.Fc1ccccc1.Fc1ccccc1.Fc1ccccc1.Fc1ccccc1
* HOMO: -9.1 eV
* M: 607.5 g mol⁻¹
* orbital gap: 8.275 eV
* net charge: 0
* LUMO: -0.784 eV
* DFT total energy: -2599.37157 Eh

***

No. 2
C30H31F5N7O5Sc as an isolated structure at a distorted geometry. Source: the OMol25 dataset; level of theory: wB97M-V/def2-TZVPD.

The geometry in XYZ format:
```
79
Properties=species:S:1:pos:R:3:mulliken_charge:R:1
Sc 0.36 0.95 -0.35 0.270
C 2.25 4.12 -2.85 -1.542
C 2.24 3.08 -1.74 1.230
O 1.11 2.75 -1.32 -0.307
C 3.46 2.61 -1.26 -1.418
C 3.56 1.71 -0.17 1.215
C 4.94 1.37 0.34 -1.459
N 2.50 1.19 0.41 0.610
N 2.81 0.41 1.54 -0.877
C 1.74 -0.04 2.11 0.047
O 0.51 0.12 1.76 -0.412
C 2.03 -0.84 3.34 0.130
C 1.21 -0.72 4.47 0.251
C 1.43 -1.48 5.60 -0.821
C 2.48 -2.39 5.63 -0.411
C 3.32 -2.51 4.53 -0.707
C 3.10 -1.73 3.40 -0.165
H 1.56 3.81 -3.63 0.299
H 3.25 4.26 -3.27 0.321
H 1.90 5.07 -2.45 0.355
H 4.37 2.95 -1.72 0.096
H 5.69 1.91 -0.24 0.378
H 5.11 0.30 0.26 0.267
H 5.03 1.62 1.40 0.307
H 0.42 0.03 4.45 0.480
H 0.78 -1.38 6.46 0.396
H 2.65 -3.01 6.51 0.370
H 4.14 -3.21 4.54 0.368
H 3.73 -1.81 2.52 0.467
N -1.39 -0.84 -0.78 0.034
C -1.05 -2.06 -0.11 1.728
C -1.83 -3.29 -0.55 -1.202
C -1.48 -4.55 0.23 -0.468
C -2.06 -4.58 1.66 -0.944
N -2.32 -3.27 2.31 -0.155
C -1.37 -2.43 2.76 -0.026
N -0.11 -2.82 2.90 -0.295
N -1.74 -1.18 3.13 -0.345
C 0.49 -2.24 -0.11 0.345
O 0.95 -3.29 0.44 -0.996
O 1.15 -1.30 -0.57 -0.298
H -2.30 -0.47 -0.54 0.208
H -1.29 -0.87 -1.79 0.023
H -1.28 -1.83 0.91 -0.884
H -1.68 -3.45 -1.62 0.496
H -2.91 -3.07 -0.44 0.300
H -0.40 -4.63 0.26 0.301
H -1.86 -5.44 -0.30 0.482
H -1.40 -5.14 2.32 0.344
H -3.03 -5.08 1.67 0.405
H -3.09 -2.78 1.87 0.396
H 0.33 -3.17 2.01 0.510
H 0.48 -2.11 3.31 -0.269
H -2.64 -0.87 2.80 0.385
H -1.01 -0.47 2.95 0.027
N -1.36 1.82 0.17 -0.378
C -2.41 2.57 -0.02 -0.062
C -3.60 2.50 0.82 -0.352
C -4.73 3.26 0.59 -0.337
C -4.81 4.17 -0.47 -0.488
C -3.67 4.28 -1.30 -0.514
C -2.53 3.54 -1.09 -0.199
H -3.56 1.82 1.67 0.136
H -5.58 3.16 1.26 0.289
H -5.70 4.75 -0.66 0.311
H -3.70 4.98 -2.13 0.302
H -1.67 3.65 -1.74 0.342
F -0.53 1.42 -7.86 -0.360
C -0.33 1.20 -6.54 0.581
C 0.93 1.26 -5.99 0.113
F 1.98 1.53 -6.80 -0.343
C 1.14 1.03 -4.65 0.040
F 2.40 1.10 -4.18 -0.352
C 0.09 0.74 -3.73 0.360
O 0.28 0.53 -2.50 -0.329
C -1.19 0.68 -4.35 0.090
F -2.25 0.35 -3.60 -0.389
C -1.39 0.91 -5.70 0.031
F -2.64 0.83 -6.21 -0.333
```

* HOMO: 0.2 eV
* M: 709.6 g mol⁻¹
* orbital gap: 3.862 eV
* net charge: -2
* ΔE to the lowest compared entry with this formula, charge and spin: 153.6 kJ/mol
* LUMO: 4.034 eV
* DFT total energy: -3181.52378 Eh

***

No. 3
C30H31IrN3O2P2S2 as an isolated structure. Source: the OMol25 dataset; level of theory: wB97M-V/def2-TZVPD.

The geometry in XYZ format:
```
71
Properties=species:S:1:pos:R:3:mulliken_charge:R:1
Ir -0.28 0.13 0.67 2.731
C -0.64 -2.93 4.88 -0.850
S -1.69 -3.37 3.48 0.066
C -1.29 -2.19 2.29 0.588
S -0.14 -0.88 2.66 -0.477
N -1.92 -2.28 1.16 -1.853
N -1.59 -1.31 0.27 1.471
C -2.07 -1.34 -0.93 -1.221
C -1.64 -0.28 -1.83 0.972
C -2.08 -0.19 -3.14 -0.967
C -1.63 0.87 -3.92 -0.842
C -0.78 1.81 -3.36 -1.159
C -0.38 1.67 -2.04 -0.665
N -0.78 0.63 -1.30 0.872
H -0.87 -3.69 5.63 0.397
H -0.89 -1.95 5.29 0.319
H 0.41 -2.99 4.62 0.303
H -2.75 -2.13 -1.23 0.585
H -2.75 -0.94 -3.54 0.602
H -1.96 0.96 -4.95 0.527
H -0.43 2.66 -3.93 0.628
H 0.27 2.39 -1.57 0.479
O 2.55 2.95 -0.02 -0.589
C 2.05 1.87 0.14 0.244
O 1.06 1.64 0.98 -0.659
C 2.59 0.65 -0.64 -0.805
P 1.67 -0.86 -0.25 1.177
C 1.32 -1.83 -1.73 0.744
C 0.63 -3.03 -1.57 -0.795
C 0.30 -3.81 -2.67 -0.783
C 0.66 -3.38 -3.95 -0.704
C 1.36 -2.19 -4.11 -0.761
C 1.70 -1.42 -3.01 -0.662
C 2.71 -1.83 0.86 0.726
C 3.10 -1.23 2.06 -0.743
C 3.93 -1.90 2.93 -0.906
C 4.38 -3.18 2.61 -0.595
C 4.00 -3.78 1.42 -0.824
C 3.17 -3.10 0.53 -0.457
H 3.64 0.53 -0.38 0.670
H 2.55 0.89 -1.71 0.293
H 0.36 -3.38 -0.58 0.595
H -0.22 -4.75 -2.54 0.491
H 0.41 -3.98 -4.81 0.466
H 1.66 -1.87 -5.10 0.486
H 2.27 -0.52 -3.16 0.414
H 2.77 -0.22 2.30 0.486
H 4.25 -1.43 3.85 0.480
H 5.04 -3.71 3.29 0.445
H 4.37 -4.76 1.16 0.448
H 2.91 -3.56 -0.41 0.442
C -2.00 2.05 3.10 -1.263
P -1.95 1.75 1.32 1.107
C -3.62 1.20 0.90 -1.573
C -1.69 3.32 0.50 0.730
C -0.63 4.14 0.89 -0.752
C -0.41 5.34 0.23 -0.730
C -1.24 5.73 -0.81 -0.519
C -2.30 4.92 -1.20 -0.819
C -2.53 3.72 -0.55 -0.528
H -1.03 2.40 3.45 0.405
H -2.24 1.12 3.62 0.436
H -2.75 2.80 3.32 0.482
H -4.33 1.98 1.15 0.536
H -3.86 0.30 1.48 0.353
H -3.72 0.96 -0.16 0.359
H 0.04 3.84 1.68 0.214
H 0.42 5.97 0.53 0.449
H -1.07 6.67 -1.31 0.442
H -2.96 5.24 -2.00 0.470
H -3.37 3.10 -0.86 0.373
```

* HOMO (spin up / spin down): -14.2 / -14.3 eV
* spin multiplicity: 2
* M: 783.9 g mol⁻¹
* orbital gap (spin up / spin down): 7.106 / 5.298 eV
* net charge: +2
* ΔE to the lowest compared entry with this formula, charge and spin: 9.7 kJ/mol
* LUMO (spin up / spin down): -7.058 / -8.963 eV
* DFT total energy: -3059.54386 Eh